Record 1
Molecular formula: C22H38N6O8S2
Method: DFT, the ωB97M-V functional and the def2-TZVPD basis

Cartesian coordinates (Å):
1 C -3.017 -4.015 2.127
2 C -2.389 -3.059 1.199
3 O -2.866 -1.976 0.929
4 O -1.192 -3.473 0.646
5 C -0.169 -2.491 0.799
6 C 0.581 -2.362 -0.512
7 N 0.684 -0.901 -0.910
8 C -0.227 -0.710 -1.914
9 N -1.524 -0.809 -1.593
10 N 0.301 -0.486 -3.148
11 C 0.246 0.909 -3.685
12 C -0.989 1.694 -3.251
13 C -0.720 2.444 -1.969
14 N 0.060 3.638 -1.989
15 O -1.189 1.998 -0.935
16 C 1.708 -1.012 -2.938
17 S 2.956 -0.724 -4.204
18 C 2.257 -1.009 -5.817
19 O 3.940 -1.743 -4.010
20 O 3.501 0.591 -4.059
21 C 1.960 -0.485 -1.571
22 C 3.314 -0.735 -0.896
23 C 3.955 0.538 -0.371
24 C 3.072 1.316 0.626
25 C 2.645 0.459 1.823
26 C 1.541 1.036 2.724
27 C 0.384 1.679 1.966
28 C -0.731 2.147 2.917
29 S -1.390 3.775 2.480
30 C -2.671 3.418 1.374
31 N -3.189 4.285 0.613
32 N -4.153 3.631 -0.132
33 C -4.150 2.434 0.251
34 O -3.240 2.211 1.221
35 H -2.674 -5.035 1.984
36 H -4.094 -4.002 2.008
37 H -2.750 -3.709 3.139
38 H 0.500 -2.864 1.572
39 H -0.552 -1.535 1.138
40 H 1.560 -2.820 -0.426
41 H 0.069 -2.911 -1.295
42 H -2.046 -1.603 -1.932
43 H -1.992 -0.178 -0.960
44 H 0.212 0.839 -4.766
45 H 1.145 1.477 -3.456
46 H -1.861 1.081 -3.078
47 H -1.227 2.425 -4.017
48 H -0.402 4.307 -1.376
49 H 0.940 3.446 -1.516
50 H 1.536 -2.084 -2.992
51 H 2.169 -2.083 -5.920
52 H 2.969 -0.584 -6.512
53 H 1.266 -0.587 -5.943
54 H 1.857 0.601 -1.556
55 H 3.224 -1.445 -0.079
56 H 3.947 -1.231 -1.626
57 H 4.286 1.164 -1.196
58 H 4.857 0.248 0.165
59 H 3.693 2.128 0.995
60 H 2.249 1.753 0.062
61 H 3.535 0.358 2.441
62 H 2.359 -0.548 1.533
63 H 1.931 1.687 3.503
64 H 1.096 0.191 3.250
65 H -0.028 0.885 1.347
66 H 0.756 2.496 1.360
67 H -0.324 2.237 3.919
68 H -1.546 1.437 2.909
69 H -4.751 1.620 -0.095
70 C -3.564 -1.099 5.691
71 C -2.293 -1.979 5.722
72 O -2.341 -3.045 5.052
73 O -1.352 -1.539 6.405
74 H -4.344 -1.546 5.073
75 H -3.949 -0.972 6.703
76 H -3.320 -0.113 5.288

The HOMO energy is -6.3 eV. The value obtained for the largest force on an atom is 0.0408 hartree/bohr. The electronic energy is -70416.1291 eV. The calculation puts the frontier orbital gap at 3.8 eV. For the LUMO energy, the calculation gives -2.4 eV. As for the net charge: 0.

=====

Record 2
Molecular formula: C22H38O3P2PbS
Method: DFT, the ωB97M-V functional and the def2-TZVPD basis

Cartesian coordinates (Å):
1 P 0.770 0.470 -2.202
2 P -1.061 -0.349 1.044
3 C -0.845 -0.416 -1.869
4 C -1.694 0.012 -0.646
5 H -0.659 -1.509 -1.856
6 H -1.421 -0.210 -2.778
7 H -1.974 1.080 -0.733
8 H -2.602 -0.603 -0.682
9 C -1.493 -2.107 1.367
10 H -1.066 -2.351 2.359
11 H -1.039 -2.778 0.614
12 H -2.584 -2.266 1.387
13 C -1.932 0.661 2.247
14 H -2.855 0.164 2.557
15 H -2.147 1.644 1.813
16 H -1.253 0.774 3.103
17 C 1.503 -0.481 -3.590
18 H 2.503 -0.056 -3.773
19 H 0.922 -0.424 -4.519
20 H 1.636 -1.537 -3.312
21 C 0.219 2.064 -2.911
22 H -0.396 2.587 -2.167
23 H -0.339 1.964 -3.849
24 H 1.131 2.650 -3.088
25 Pb 1.548 -0.777 0.335
26 C -4.399 -1.138 -1.782
27 C -3.885 -2.368 -1.602
28 C -3.916 -3.438 -2.654
29 C -3.529 -2.980 -4.070
30 C -2.533 -1.849 -4.159
31 C -2.887 -0.557 -4.309
32 C -4.283 -0.019 -4.136
33 C -5.122 -0.666 -3.017
34 C 3.054 0.853 -0.163
35 H -4.458 -0.396 -0.971
36 H -3.545 -2.712 -0.615
37 H -4.933 -3.859 -2.727
38 H -3.257 -4.252 -2.327
39 H -3.102 -3.850 -4.600
40 H -4.428 -2.661 -4.601
41 H -1.489 -2.168 -4.186
42 H -2.174 0.191 -4.690
43 H -4.860 -0.126 -5.069
44 H -4.190 1.062 -3.957
45 H -5.837 0.105 -2.680
46 H -5.687 -1.510 -3.420
47 H 3.046 1.676 0.573
48 H 2.936 1.228 -1.206
49 H 4.019 0.314 -0.054
50 C 6.787 2.862 6.318
51 C 5.619 2.264 5.606
52 C 5.746 1.908 4.257
53 C 4.674 1.350 3.563
54 C 3.447 1.176 4.213
55 C 3.290 1.562 5.547
56 C 4.378 2.099 6.243
57 S 2.009 0.526 3.354
58 O 2.641 -0.572 2.542
59 O 1.075 0.062 4.351
60 O 1.545 1.621 2.498
61 H 7.660 2.202 6.319
62 H 7.094 3.795 5.835
63 H 6.531 3.088 7.351
64 H 6.698 2.075 3.755
65 H 4.797 1.058 2.521
66 H 2.319 1.430 6.017
67 H 4.278 2.404 7.280

The HOMO energy (alpha / beta) is -13.2 / -13.2 eV. The value obtained for the largest force on an atom is 0.0548 hartree/bohr. The electronic energy is -64213.8581 eV. The calculation puts the frontier orbital gap (alpha / beta) at 4.6 / 3.3 eV. For the LUMO energy (alpha / beta), the calculation gives -8.6 / -9.9 eV. As for the net charge: +2.

=====

Record 3
Molecular formula: C22H39BClIN3O3PS4
Method: DFT, the ωB97M-V functional and the def2-TZVPD basis

Cartesian coordinates (Å):
1 C 1.550 0.626 2.883
2 C 0.732 -0.658 2.959
3 S -1.075 -0.514 2.774
4 C -1.359 0.941 1.736
5 C -1.142 0.791 0.220
6 C -0.905 2.215 -0.347
7 C 0.517 2.735 -0.187
8 C 0.612 4.188 -0.661
9 C 2.017 4.759 -0.558
10 N 2.328 5.148 0.822
11 O 0.070 0.039 0.074
12 C 0.092 -0.798 -1.048
13 I 1.643 -0.201 -2.473
14 C 0.371 -2.194 -0.477
15 C 0.958 -3.305 -1.360
16 C 2.486 -3.359 -1.186
17 S 2.891 -4.484 0.174
18 C 4.453 -3.946 0.720
19 S 5.453 -4.884 1.567
20 N 4.754 -2.589 0.411
21 C 4.222 -1.489 1.050
22 C 4.730 -0.418 0.398
23 N 5.554 -0.816 -0.624
24 C 5.549 -2.118 -0.589
25 C -1.270 -0.517 -1.732
26 P -1.855 -1.622 -3.077
27 S -2.442 -0.623 -4.654
28 C -2.215 -0.014 -0.593
29 B -2.984 -1.191 0.217
30 O -3.895 -0.917 1.208
31 O -2.765 -2.506 -0.081
32 C -2.776 -3.476 0.969
33 C -3.357 0.827 -1.253
34 Cl -4.625 -0.336 -1.812
35 C -3.984 1.952 -0.393
36 C -5.502 1.962 -0.225
37 H 2.431 0.524 3.522
38 H 1.903 0.817 1.870
39 H 0.997 1.489 3.255
40 H 1.083 -1.398 2.245
41 H 0.847 -1.094 3.953
42 H -0.721 1.746 2.100
43 H -2.378 1.249 1.965
44 H -1.205 2.275 -1.398
45 H -1.570 2.902 0.184
46 H 1.223 2.152 -0.778
47 H 0.806 2.699 0.868
48 H 0.298 4.210 -1.712
49 H -0.098 4.819 -0.118
50 H 2.733 4.040 -0.979
51 H 2.063 5.669 -1.160
52 H 3.171 5.707 0.849
53 H 2.483 4.335 1.406
54 H -0.552 -2.501 0.005
55 H 1.100 -2.026 0.318
56 H 0.755 -3.166 -2.418
57 H 0.528 -4.260 -1.047
58 H 2.844 -2.357 -0.956
59 H 2.999 -3.689 -2.089
60 H 3.554 -1.567 1.891
61 H 4.526 0.618 0.619
62 H 6.078 -2.784 -1.253
63 H -1.093 0.377 -2.339
64 H -2.812 -2.491 -2.555
65 H -0.752 -2.418 -3.398
66 H -3.855 -0.018 1.544
67 H -3.739 -3.987 1.000
68 H -1.983 -4.198 0.767
69 H -2.596 -3.013 1.938
70 H -2.997 1.261 -2.185
71 H -3.532 1.990 0.598
72 H -3.711 2.894 -0.876
73 H -6.022 2.097 -1.171
74 H -5.763 2.818 0.403
75 H -5.873 1.073 0.284

The HOMO energy is -8.5 eV. The value obtained for the largest force on an atom is 0.0202 hartree/bohr. The electronic energy is -107990.9071 eV. The calculation puts the frontier orbital gap at 7.7 eV. The SMILES is CCSC[C@@]1(CCCCN)O[C@@](I)(CCCSC(=S)n2ccnc2)[C@@H]([PH2]=S)[C@]1(B(O)OC)[C@@H](Cl)CC. For the LUMO energy, the calculation gives -0.8 eV. As for the net charge: 0.

=====

Record 4
Molecular formula: C22H39Br3Cl9FKMgN2O7S2
Method: DFT, the ωB97M-V functional and the def2-TZVPD basis

Cartesian coordinates (Å):
1 O -0.067 -1.811 1.747
2 S 0.906 -1.554 0.549
3 O 1.466 -2.960 0.147
4 Cl 2.557 -0.337 1.080
5 C -0.022 -0.821 -0.915
6 C -0.254 0.800 -0.830
7 C -1.582 1.213 0.088
8 C -2.845 1.329 -0.954
9 C -4.091 0.301 -0.639
10 C -5.659 0.792 -0.938
11 C -6.879 -0.304 -0.620
12 N -6.586 -1.720 -0.094
13 C -5.179 -2.210 0.173
14 S -4.751 -3.972 0.773
15 C -3.862 -1.222 -0.076
16 H -1.027 -1.392 -1.115
17 H 0.661 -1.029 -1.871
18 H -0.322 1.237 -1.924
19 H 0.718 1.294 -0.346
20 H -1.757 0.500 0.999
21 H -1.358 2.298 0.523
22 H -3.247 2.452 -1.005
23 H -2.494 1.089 -2.069
24 H -5.929 1.860 -1.376
25 H -7.983 0.027 -0.845
26 H -7.372 -2.397 0.077
27 H -3.758 -4.376 -0.176
28 H -2.774 -1.648 0.163
29 C 1.751 5.956 -4.446
30 C 2.302 4.534 -4.510
31 C 1.219 3.441 -4.360
32 O 0.749 3.253 -3.022
33 C -0.217 4.203 -2.599
34 N 3.361 4.386 -3.499
35 H 1.521 6.274 -3.425
36 H 2.487 6.668 -4.839
37 H 0.842 6.053 -5.047
38 H 2.756 4.410 -5.501
39 H 1.666 2.482 -4.652
40 H 0.378 3.610 -5.045
41 H -0.879 4.510 -3.415
42 H 0.281 5.071 -2.163
43 H -0.824 3.746 -1.814
44 H 3.797 3.470 -3.616
45 H 2.901 4.318 -2.585
46 C -6.336 -6.881 1.486
47 O -5.219 -7.215 1.849
48 O -7.205 -6.387 2.214
49 O -6.771 -6.984 0.333
50 K -4.283 -7.412 -0.244
51 C 2.543 1.565 5.059
52 C 2.547 2.325 3.743
53 O 2.614 3.740 3.903
54 C 3.762 4.248 4.578
55 C 5.070 3.906 3.886
56 H 1.702 1.889 5.686
57 H 2.455 0.489 4.879
58 H 3.458 1.734 5.630
59 H 1.612 2.113 3.213
60 H 3.354 1.980 3.090
61 H 3.766 3.912 5.620
62 H 3.653 5.339 4.607
63 H 5.237 2.828 3.834
64 H 5.913 4.351 4.423
65 H 5.070 4.287 2.858
66 Mg -4.583 -4.243 -2.428
67 C -7.226 3.367 1.450
68 Cl -8.465 3.241 2.705
69 Cl -6.751 1.769 0.863
70 H -7.623 3.950 0.615
71 H -6.349 3.869 1.866
72 C -3.925 -10.700 3.245
73 Cl -2.746 -11.923 2.754
74 Cl -4.304 -9.610 1.906
75 H -4.841 -11.199 3.568
76 H -3.510 -10.117 4.071
77 C 6.335 -1.402 -0.396
78 Cl 7.330 -2.758 -0.984
79 Cl 6.339 -0.094 -1.607
80 Cl 4.664 -1.961 -0.133
81 Cl 7.006 -0.793 1.138
82 F 2.435 -1.376 -1.496
83 C 10.566 -4.798 -2.854
84 Br 9.197 -5.822 -1.926
85 Br 9.892 -3.080 -3.469
86 Br 12.176 -4.601 -1.780
87 H 10.844 -5.370 -3.745

The HOMO energy is -9.8 eV. The value obtained for the largest force on an atom is 0.1326 hartree/bohr. The electronic energy is -409717.7234 eV. The calculation puts the frontier orbital gap at 1.5 eV. For the LUMO energy, the calculation gives -8.3 eV. As for the net charge: +1.

=====

Record 5
Molecular formula: C22H39Cl3N3O3SiSm
Method: DFT, the ωB97M-V functional and the def2-TZVPD basis

Cartesian coordinates (Å):
1 C -1.449 -2.060 -3.407
2 C -1.006 -3.089 -2.419
3 H -1.174 -2.295 -4.431
4 H -1.039 -1.085 -3.148
5 H -2.536 -1.950 -3.373
6 C -0.548 -4.306 -2.718
7 C -0.374 -4.911 -4.070
8 H -0.282 -4.960 -1.894
9 H -0.606 -4.226 -4.880
10 H -1.013 -5.789 -4.189
11 H 0.652 -5.262 -4.216
12 Sm 0.000 0.000 0.000
13 Cl -2.245 0.142 0.555
14 Cl -0.274 1.217 -1.958
15 H 0.676 4.519 3.228
16 H -1.428 5.480 2.008
17 C 1.021 4.212 2.241
18 C -0.978 5.109 1.086
19 N -0.107 3.987 1.360
20 H 1.586 3.292 2.325
21 C -0.331 2.793 0.806
22 O 0.384 1.798 1.011
23 H -1.770 4.804 0.411
24 H -1.197 2.741 0.147
25 H 1.662 4.996 1.838
26 H -0.419 5.923 0.623
27 H 1.498 -1.708 -3.316
28 H 2.430 -3.749 -2.161
29 C 2.298 -1.107 -2.892
30 C 3.252 -3.115 -1.826
31 N 2.788 -1.752 -1.686
32 H 1.898 -0.132 -2.644
33 C 2.605 -1.211 -0.490
34 O 2.103 -0.096 -0.267
35 H 3.616 -3.487 -0.872
36 H 2.968 -1.836 0.338
37 H 3.110 -1.019 -3.612
38 H 4.060 -3.167 -2.554
39 O -0.018 -1.701 -0.789
40 C -1.082 -2.589 -0.982
41 C 0.111 -4.123 0.634
42 C -1.075 -3.694 0.048
43 H 1.025 -3.616 0.364
44 C 0.118 -5.163 1.553
45 H -2.036 -2.060 -0.878
46 C -2.262 -4.315 0.425
47 H 1.053 -5.492 1.989
48 C -1.071 -5.784 1.912
49 C -2.264 -5.349 1.349
50 H -3.193 -3.981 -0.016
51 H -1.069 -6.596 2.628
52 H -3.198 -5.820 1.630
53 Si -0.396 4.844 -5.736
54 Cl -0.650 3.432 -7.273
55 C 1.418 4.861 -5.295
56 C -1.450 4.291 -4.298
57 C -0.957 6.495 -6.405
58 H 1.751 3.883 -4.953
59 H 1.614 5.578 -4.497
60 H 2.030 5.139 -6.151
61 H -0.369 6.790 -7.272
62 H -0.850 7.273 -5.648
63 H -2.002 6.465 -6.707
64 H -1.148 3.308 -3.941
65 H -2.501 4.235 -4.576
66 H -1.362 4.989 -3.465
67 C 0.000 0.000 4.781
68 C 0.000 0.000 3.261
69 N 0.000 0.000 2.000
70 H 0.906 -0.523 5.150
71 H -0.906 -0.523 5.150
72 H 0.000 1.046 5.150

The HOMO energy (alpha / beta) is -7.6 / -8.1 eV. The value obtained for the largest force on an atom is 0.3852 hartree/bohr. The electronic energy is -97409.6429 eV. The calculation puts the frontier orbital gap (alpha / beta) at 7.6 / 8.1 eV. For the LUMO energy (alpha / beta), the calculation gives 0.0 / 0.0 eV. As for the multiplicity: 6. The expectation value of S² is 8.76. As for the net charge: 0.

=====

Record 6
Molecular formula: C22H39F7N4O3PS2
Method: DFT, the ωB97M-V functional and the def2-TZVPD basis

Cartesian coordinates (Å):
1 C 2.255 -2.964 2.610
2 C 2.490 -2.722 1.000
3 C 3.207 -1.256 0.836
4 C 3.315 -0.730 -0.728
5 N 3.791 0.701 -0.671
6 C 3.054 1.615 -1.623
7 C 2.081 2.578 -0.661
8 C 0.601 2.859 -1.309
9 C -0.327 1.483 -1.475
10 N -1.727 1.846 -2.012
11 C -2.812 1.592 -1.204
12 N -4.281 1.920 -1.535
13 C -5.267 1.270 -0.541
14 P -5.958 2.705 0.513
15 O -7.721 2.704 0.551
16 O -5.582 4.158 -0.437
17 C -4.235 0.177 0.114
18 C -4.699 -0.744 1.388
19 C -4.459 -2.376 1.131
20 O -5.123 -2.848 -0.110
21 C -2.892 -2.838 1.278
22 F -2.684 -4.008 0.354
23 F -2.646 -3.300 2.685
24 F -1.895 -1.807 0.910
25 N -2.942 0.961 0.164
26 C -2.681 1.825 1.378
27 C -1.453 1.318 2.338
28 C -1.909 0.431 3.641
29 F -0.777 2.557 2.878
30 C -1.762 2.491 -3.381
31 F -1.647 3.993 -3.272
32 F -2.922 2.102 -4.224
33 F -0.538 2.080 -4.166
34 C 5.291 0.841 -0.748
35 S 6.003 2.059 0.257
36 S 6.467 -0.133 -1.831
37 C 7.270 -1.508 -0.775
38 C 6.437 -2.924 -0.823
39 C 6.111 -3.481 -2.331
40 H 3.332 -3.090 3.109
41 H 1.645 -2.118 3.143
42 H 1.676 -3.983 2.774
43 H 3.284 -3.524 0.613
44 H 1.481 -2.808 0.408
45 H 4.327 -1.259 1.246
46 H 2.648 -0.381 1.424
47 H 3.923 -1.437 -1.434
48 H 2.207 -0.704 -1.167
49 H 2.419 1.047 -2.450
50 H 3.832 2.279 -2.218
51 H 2.045 2.166 0.459
52 H 2.649 3.617 -0.590
53 H 0.783 3.363 -2.373
54 H 0.034 3.694 -0.673
55 H -0.364 1.004 -0.401
56 H 0.215 0.674 -2.164
57 H -4.505 1.308 -2.376
58 H -6.148 0.661 -1.052
59 H -7.985 3.483 1.146
60 H -5.064 4.796 0.137
61 H -4.030 -0.561 -0.801
62 H -4.278 -0.406 2.428
63 H -5.884 -0.627 1.467
64 H -5.046 -2.909 2.024
65 H -5.956 -2.286 -0.291
66 H -2.520 2.943 1.051
67 H -3.661 1.827 2.060
68 H -0.672 0.662 1.732
69 H -1.242 0.583 4.594
70 H -3.042 0.575 3.954
71 H -1.801 -0.718 3.342
72 H 7.291 -1.173 0.371
73 H 8.386 -1.710 -1.067
74 H 7.130 -3.750 -0.310
75 H 5.465 -2.883 -0.131
76 H 5.115 -4.133 -2.273
77 H 6.965 -4.196 -2.747
78 H 5.913 -2.653 -3.134

The HOMO energy is -10.1 eV. The value obtained for the largest force on an atom is 0.1100 hartree/bohr. The electronic energy is -85510.4362 eV. The calculation puts the frontier orbital gap at 5.4 eV. The SMILES is CCCCN(CCCCN(C1=[N+](C[C@H](C)F)[C@@H](C[C@@H](O)C(F)(F)F)[C@@H](P(O)O)N1)C(F)(F)F)C(=S)SCCC. For the LUMO energy, the calculation gives -4.7 eV. As for the net charge: +1.